A single C12H12FN2O4PS molecule in a non-equilibrium geometry, computed with ωB97M-V with the def2-TZVPD basis set.

E_LUMO = 0.185 eV
SMILES = CC[C@](C#N)(P(O)O)[C@@](C#N)(c1ccccc1)S(=O)(=O)F
F_max = 0.0390 Eh/bohr
Gap between HOMO and LUMO = 9.71 eV
Relative energy (zero: lowest compared OMol25 entry of this formula, charge and spin) = 0.000 eV
HOMO energy = -9.53 eV
Energy = -46649.805 eV

Last columns: bonded neighbours and bond lengths (Å).
Geometry (Å):
1 C 2.90237 -0.80894 0.05690  C2 1.527, H22 1.091, H23 1.086, H24 1.085
2 C 1.91599 0.27778 0.47859  C1 1.527, C3 1.562, H25 1.088, H26 1.087
3 C 0.86440 0.69062 -0.60040  C2 1.562, C4 1.458, P6 1.932, C9 1.562
4 C 0.81373 -0.25710 -1.70750  C3 1.458, N5 1.145
5 N 0.69723 -1.17809 -2.37811  C4 1.145
6 P 1.51993 2.35327 -1.33522  C3 1.932, O7 1.623, O8 1.638
7 O 0.88835 2.39178 -2.83006  P6 1.623, H27 0.967
8 O 3.03704 1.82057 -1.64647  P6 1.638, H28 0.962
9 C -0.55812 0.84861 0.02430  C3 1.562, C10 1.468, C12 1.536, S18 1.847
10 C -1.39161 1.57777 -0.93973  C9 1.468, N11 1.142
11 N -1.98054 2.17299 -1.71683  C10 1.142
12 C -1.29650 -0.46093 0.34005  C9 1.536, C13 1.392, C17 1.387
13 C -2.68376 -0.41715 0.44928  C12 1.392, C14 1.383, H29 1.081
14 C -3.40175 -1.56701 0.72465  C13 1.383, C15 1.387, H30 1.080
15 C -2.76243 -2.78560 0.89531  C14 1.387, C16 1.387, H31 1.079
16 C -1.37858 -2.82422 0.81136  C15 1.387, C17 1.384, H32 1.080
17 C -0.65615 -1.67488 0.54257  C12 1.387, C16 1.384, H33 1.078
18 S -0.56890 1.88762 1.55176  C9 1.847, O19 1.418, O20 1.419, F21 1.547
19 O -1.81662 2.56175 1.57104  S18 1.418
20 O 0.60935 2.66964 1.66962  S18 1.419
21 F -0.53565 0.81495 2.66605  S18 1.547
22 H 3.49106 -1.06882 0.93814  C1 1.091
23 H 2.41163 -1.72793 -0.25055  C1 1.086
24 H 3.60094 -0.45398 -0.69298  C1 1.085
25 H 2.50374 1.16325 0.71187  C2 1.088
26 H 1.43851 -0.03032 1.40541  C2 1.087
27 H 0.18082 1.75541 -3.00280  O7 0.967
28 H 3.65473 2.51302 -1.39106  O8 0.962
29 H -3.24211 0.50046 0.32670  C13 1.081
30 H -4.47784 -1.53180 0.81371  C14 1.080
31 H -3.32504 -3.68427 1.09417  C15 1.079
32 H -0.86956 -3.76590 0.95362  C16 1.080
33 H 0.41537 -1.76253 0.46661  C17 1.078



A single C21H17N7 molecule in a non-equilibrium geometry, computed with ωB97M-V with the def2-TZVPD basis set.

E_LUMO = 0.066 eV
SMILES = C=CCn1nc(N)c2cc(-c3c(-c4ccccc4)nn4ccccc34)nnc21
F_max = 0.0659 Eh/bohr
Gap between HOMO and LUMO = 7.61 eV
Relative energy (zero: lowest compared OMol25 entry of this formula, charge and spin) = 0.016 eV
HOMO energy = -7.54 eV
Energy = -32480.935 eV

Last columns: bonded neighbours and bond lengths (Å).
Geometry (Å):
1 N 0.27711 -3.85041 -0.08182  C5 1.310, N26 1.352
2 N 1.06442 4.03751 -0.78748  C6 1.309, N27 1.382
3 N -1.71320 0.39658 -0.36917  N4 1.319, C15 1.343
4 N -1.72422 1.70577 -0.53306  N3 1.319, C16 1.364
5 C 0.42068 -2.60680 0.30477  N1 1.310, C11 1.445, C24 1.452
6 C 1.62041 2.86421 -0.62377  N2 1.309, C23 1.444, N25 1.366
7 C -2.93004 5.34765 0.74940  C14 1.379, H29 1.097, H30 1.084
8 C -3.13793 -3.48629 -2.44644  C9 1.402, C10 1.460, H31 1.100
9 C -2.56537 -2.34577 -1.86509  C8 1.402, C13 1.472, H32 1.079
10 C -2.57329 -4.80576 -2.17879  C8 1.460, C12 1.394, H33 1.079
11 C -0.54899 -1.72749 -0.30688  C5 1.445, C13 1.364, C15 1.445
12 C -1.48312 -4.97049 -1.32632  C10 1.394, N26 1.398, H34 1.060
13 C -1.40299 -2.54781 -0.98441  C9 1.472, C11 1.364, N26 1.403
14 C -1.61992 5.31959 0.32014  C7 1.379, C28 1.493, H35 1.116
15 C -0.55730 -0.28594 -0.40960  N3 1.343, C11 1.445, C20 1.411
16 C -0.54479 2.37659 -0.67050  N4 1.364, C23 1.364, N27 1.382
17 C 3.46075 -1.56077 3.13357  C18 1.370, C19 1.369, H36 1.087
18 C 2.28145 -0.86350 3.10498  C17 1.370, C21 1.390, H37 1.053
19 C 3.67955 -2.53890 2.20036  C17 1.369, C22 1.412, H38 1.095
20 C 0.67019 0.39316 -0.56493  C15 1.411, C23 1.379, H39 1.084
21 C 1.30168 -1.16675 2.16721  C18 1.390, C24 1.415, H40 1.077
22 C 2.66460 -2.92128 1.29590  C19 1.412, C24 1.391, H41 1.070
23 C 0.67683 1.77144 -0.62110  C6 1.444, C16 1.364, C20 1.379
24 C 1.45760 -2.23182 1.24935  C5 1.452, C21 1.415, C22 1.391
25 N 2.97647 2.73214 -0.52679  C6 1.366, H42 1.003, H43 1.029
26 N -0.85630 -3.82898 -0.81815  N1 1.352, C12 1.398, C13 1.403
27 N -0.28115 3.72450 -0.82834  N2 1.382, C16 1.382, C28 1.447
28 C -1.29413 4.74055 -1.01721  C14 1.493, N27 1.447, H44 1.098, H45 1.077
29 H -3.73753 5.02130 0.08176  C7 1.097
30 H -3.22118 5.78371 1.69766  C7 1.084
31 H -3.99042 -3.34830 -3.12702  C8 1.100
32 H -2.96993 -1.36644 -2.06870  C9 1.079
33 H -3.07480 -5.67988 -2.56560  C10 1.079
34 H -1.08084 -5.90712 -1.03501  C12 1.060
35 H -0.79959 5.63504 1.00807  C14 1.116
36 H 4.21234 -1.35754 3.89243  C17 1.087
37 H 2.14528 -0.08738 3.80278  C18 1.053
38 H 4.56608 -3.18080 2.17167  C19 1.095
39 H 1.61197 -0.14233 -0.53651  C20 1.084
40 H 0.38094 -0.60860 2.18326  C21 1.077
41 H 2.88521 -3.71698 0.61527  C22 1.070
42 H 3.53433 3.56557 -0.50347  N25 1.003
43 H 3.36385 1.90592 -0.05069  N25 1.029
44 H -2.20244 4.30162 -1.44974  C28 1.098
45 H -0.94230 5.51129 -1.68199  C28 1.077



A single C5H2O molecule in a non-equilibrium geometry, computed with ωB97M-V with the def2-TZVPD basis set.

E_LUMO = -0.737 eV
SMILES = C#CC#CC=O
F_max = 0.0862 Eh/bohr
Gap between HOMO and LUMO = 9.31 eV
Relative energy (zero: lowest compared OMol25 entry of this formula, charge and spin) = 0.430 eV
HOMO energy = -10.05 eV
Energy = -7260.079 eV

Last columns: bonded neighbours and bond lengths (Å).
Geometry (Å):
1 C -1.59094 0.39460 -0.09501  C2 1.337, C4 1.227
2 C -0.32540 0.00522 -0.28215  C1 1.337, C5 1.197
3 C 2.22120 -0.50864 0.05849  C5 1.449, O6 1.202, H7 1.161
4 C -2.79067 0.64513 -0.04018  C1 1.227, H8 1.057
5 C 0.78275 -0.39813 -0.07855  C2 1.197, C3 1.449
6 O 2.94601 0.44453 -0.05095  C3 1.202
7 H 2.49411 -1.61823 0.26653  C3 1.161
8 H -3.73706 1.03552 0.22181  C4 1.057



A 2-piece molecular cluster, C2H3I3O overall in a non-equilibrium geometry, computed with ωB97M-V with the def2-TZVPD basis set.

E_LUMO (alpha / beta) = -3.632 / -3.623 eV
SMILES = C=C(O)I.II
F_max = 0.0698 Eh/bohr
Gap between HOMO and LUMO (alpha / beta) = 5.20 / 5.21 eV
Relative energy (zero: lowest compared OMol25 entry of this formula, charge and spin) = 1.422 eV
HOMO energy (alpha / beta) = -8.83 / -8.83 eV
Energy = -28469.850 eV

Last columns: bonded neighbours and bond lengths (Å).
Geometry (Å):
1 C 0.79156 -1.11183 -0.99379  C2 1.358, H7 1.077, H8 1.152
2 C -0.27927 -0.58862 -0.34317  C1 1.358, O3 1.327, I6 2.203
3 O -0.55773 -0.87609 0.92244  C2 1.327, H9 0.954
4 I 0.53312 3.70403 0.62683  I5 3.177
5 I -0.12087 1.39789 2.71185  I4 3.177
6 I -1.71236 0.49611 -1.61775  C2 2.203
7 H 1.57494 -1.54913 -0.39807  C1 1.077
8 H 1.05098 -1.14991 -2.11528  C1 1.152
9 H -1.28036 -0.32245 1.20694  O3 0.954



An isolated ion of composition C24H49N4O4S3 and charge +1 in a non-equilibrium geometry, computed with ωB97M-V with the def2-TZVPD basis set.

E_LUMO = -3.472 eV
SMILES = CCCCN(CCCC[C@]1(CC)C[C@@](CCN)(CCC(N)=O)[N@H+](S(C)(=O)=O)[C@@H]1O)C(=S)SCCC
F_max = 0.1850 Eh/bohr
Gap between HOMO and LUMO = 7.01 eV
Relative energy (zero: lowest compared OMol25 entry of this formula, charge and spin) = 0.000 eV
HOMO energy = -10.49 eV
Total charge = +1
Energy = -72323.787 eV

Last columns: bonded neighbours and bond lengths (Å).
Geometry (Å):
1 C -2.61662 -0.53433 5.64881  C2 1.625, H36 1.135, H37 1.142, H38 1.142
2 C -2.60605 -0.72113 4.03440  C1 1.625, C3 1.620, H39 1.151, H40 1.145
3 C -2.79024 -2.28176 3.64017  C2 1.620, C4 1.606, H41 1.142, H42 1.150
4 C -3.84738 -2.43484 2.44107  C3 1.606, N5 1.497, H43 1.151, H44 1.135
5 N -3.18474 -2.00464 1.16939  C4 1.497, C6 1.474, C30 1.453
6 C -3.71907 -0.74003 0.63320  N5 1.474, C7 1.576, H45 1.152, H46 1.151
7 C -3.28352 -0.30453 -0.81762  C6 1.576, C8 1.595, H47 1.149, H48 1.154
8 C -1.72677 -0.37292 -1.16015  C7 1.595, C9 1.595, H49 1.151, H50 1.153
9 C -0.73425 -0.23847 0.08087  C8 1.595, C10 1.611, H51 1.152, H52 1.135
10 C 0.82919 -0.14425 -0.29414  C9 1.611, C11 1.595, C13 1.645, C28 1.590
11 C 1.31330 -1.65850 -0.16516  C10 1.595, C12 1.598, H53 1.147, H54 1.150
12 C 2.86502 -1.91833 -0.44565  C11 1.598, H55 1.135, H56 1.151, H57 1.151
13 C 1.44419 0.77029 0.92768  C10 1.645, C14 1.637, H58 1.136, H59 1.137
14 C 2.19705 2.08695 0.31242  C13 1.637, C15 1.599, C18 1.608, N23 1.497
15 C 2.09506 3.28270 1.36939  C14 1.599, C16 1.603, H60 1.135, H61 1.150
16 C 3.08085 4.51131 1.07283  C15 1.603, N17 1.489, H62 1.148, H63 1.147
17 N 2.57386 5.82831 1.54879  C16 1.489, H64 1.033, H65 1.026
18 C 3.73994 1.64732 0.42504  C14 1.608, C19 1.607, H66 1.144, H67 1.140
19 C 4.70979 2.21494 -0.72405  C18 1.607, C20 1.593, H68 1.147, H69 1.138
20 C 5.31936 0.96270 -1.49645  C19 1.593, N21 1.459, O22 1.259
21 N 5.02933 0.58385 -2.87499  C20 1.459, H70 1.039, H71 1.033
22 O 6.13597 0.25253 -0.85350  C20 1.259
23 N 1.53854 2.19986 -1.02695  C14 1.497, S24 1.767, C28 1.532, H72 1.049
24 S 0.22841 3.36017 -1.26827  N23 1.767, C25 1.842, O26 1.501, O27 1.516
25 C -1.15689 3.20152 -0.06430  S24 1.842, H73 1.149, H74 1.151, H75 1.150
26 O -0.36493 3.30526 -2.64587  S24 1.501
27 O 0.77576 4.76531 -1.11106  S24 1.516
28 C 1.32296 0.75990 -1.50471  C10 1.590, N23 1.532, O29 1.433, H76 1.156
29 O 0.81542 0.55123 -2.82874  C28 1.433, H77 0.986
30 C -3.01040 -3.07864 0.20615  N5 1.453, S31 1.697, S32 1.841
31 S -1.60819 -4.01582 0.39131  C30 1.697
32 S -4.15555 -3.56916 -1.14920  C30 1.841, C33 1.873
33 C -3.33242 -3.33784 -2.81567  S32 1.873, C34 1.604, H78 1.150, H79 1.148
34 C -1.99235 -4.19693 -3.00952  C33 1.604, C35 1.604, H80 1.152, H81 1.142
35 C -1.77306 -4.78329 -4.48685  C34 1.604, H82 1.150, H83 1.133, H84 1.149
36 H -1.56651 -0.29901 6.01073  C1 1.135
37 H -3.03157 -1.45247 6.18704  C1 1.142
38 H -3.31954 0.33271 5.88815  C1 1.142
39 H -1.59069 -0.39856 3.59945  C2 1.151
40 H -3.43882 -0.06908 3.59551  C2 1.145
41 H -3.11971 -2.87123 4.56170  C3 1.142
42 H -1.78775 -2.70979 3.27445  C3 1.150
43 H -4.76941 -1.77745 2.64841  C4 1.151
44 H -4.18715 -3.51003 2.30908  C4 1.135
45 H -3.43373 0.09849 1.37007  C6 1.152
46 H -4.86962 -0.77264 0.66343  C6 1.151
47 H -3.83409 -0.84126 -1.67145  C7 1.149
48 H -3.59677 0.79896 -0.94214  C7 1.154
49 H -1.48995 -1.35347 -1.71379  C8 1.151
50 H -1.51458 0.52518 -1.85108  C8 1.153
51 H -0.84364 -1.21115 0.68865  C9 1.152
52 H -1.11465 0.58579 0.76275  C9 1.135
53 H 0.71805 -2.30737 -0.90039  C11 1.147
54 H 1.09613 -2.11317 0.86879  C11 1.150
55 H 3.55613 -1.60698 0.39976  C12 1.135
56 H 3.23558 -1.49245 -1.44889  C12 1.151
57 H 2.99431 -3.05650 -0.55491  C12 1.151
58 H 2.06712 0.07213 1.57119  C13 1.136
59 H 0.71332 1.21806 1.67428  C13 1.137
60 H 1.05160 3.69796 1.53586  C15 1.135
61 H 2.42288 2.84283 2.38003  C15 1.150
62 H 3.20582 4.58526 -0.06596  C16 1.148
63 H 4.12550 4.28293 1.48904  C16 1.147
64 H 2.78936 6.49328 0.78758  N17 1.033
65 H 1.56543 5.81531 1.73754  N17 1.026
66 H 4.16376 1.99169 1.43026  C18 1.144
67 H 3.84092 0.51159 0.42520  C18 1.140
68 H 5.59279 2.72021 -0.19436  C19 1.147
69 H 4.25233 3.01111 -1.39587  C19 1.138
70 H 5.58070 -0.28294 -3.03348  N21 1.039
71 H 4.05165 0.27512 -3.00338  N21 1.033
72 H 2.21075 2.52902 -1.76182  N23 1.049
73 H -1.62278 4.21822 0.19860  C25 1.149
74 H -0.81101 2.76954 0.94453  C25 1.151
75 H -1.98594 2.48611 -0.41490  C25 1.150
76 H 2.42722 0.45011 -1.65133  C28 1.156
77 H 1.29652 1.14698 -3.44967  O29 0.986
78 H -4.04472 -3.65082 -3.66264  C33 1.150
79 H -3.04795 -2.24411 -3.01634  C33 1.148
80 H -1.11890 -3.49448 -2.74422  C34 1.152
81 H -1.93184 -5.05840 -2.26228  C34 1.142
82 H -0.79923 -4.31994 -4.88532  C35 1.150
83 H -2.65917 -4.61205 -5.17257  C35 1.133
84 H -1.53972 -5.90201 -4.36398  C35 1.149